# 1
This record from OMol25 describes a molecular structure, C34H49BF4MgN10S3. The level of theory is ωB97M-V/def2-TZVPD.

The value obtained for the LUMO energy is 0.281 eV. The value obtained for the total energy is -100457.5300 eV. The energy relative to the best compared isomer or geometry (same formula, charge and spin) is 43.8 kJ/mol. The value obtained for the HOMO energy is -6.806 eV. The gap between HOMO and LUMO comes out at 7.09 eV.

Geometry (Å):
1 S 0.5398 -0.3194 1.9024
2 S 2.2776 1.0746 -1.1482
3 S -1.7850 1.2228 -0.4676
4 Mg -0.3561 -1.0524 -0.7394
5 F -1.9198 -1.9323 0.7299
6 F -0.2206 -6.6450 2.7334
7 F -3.4068 -3.1985 2.5479
8 F 1.2721 -5.4360 0.9488
9 N -1.3277 1.0280 3.4829
10 N -0.2886 2.3080 2.0434
11 N 0.1988 3.1004 -0.4037
12 N 0.5469 -2.1031 -2.8773
13 N 3.9776 1.2990 1.0787
14 N 2.1197 2.4346 1.1905
15 N -0.9263 3.1618 -2.2766
16 N -2.4700 -1.3391 -2.0521
17 N -4.0760 -1.3212 -3.5543
18 N 0.3325 -2.8981 -0.2675
19 C -1.4897 -3.1346 1.2269
20 C -4.7023 -1.4428 -2.3320
21 C 0.1114 4.0958 -2.3657
22 C 1.7765 -2.5980 -2.2094
23 C -0.6684 -5.4858 2.2352
24 C 5.1851 0.4333 0.8067
25 C -1.9554 3.1337 -3.3783
26 C 2.7983 2.6368 2.3768
27 C -3.2519 2.3970 -3.0482
28 C 5.2235 -0.6330 1.9062
29 C 1.4593 -3.4774 -1.0066
30 C -1.3005 2.4752 -4.5931
31 C 2.8303 1.6118 0.3829
32 C -0.8448 2.5385 -1.0487
33 C -1.9340 -0.0305 4.3769
34 C 0.7859 4.0535 -1.2166
35 C -0.1898 -3.2566 -3.3970
36 C -2.7396 -1.2685 -3.3330
37 C 0.1045 -4.8535 1.2844
38 C -0.2754 -3.6240 0.7017
39 C -1.2407 -1.3858 4.3693
40 C -1.8659 2.3132 3.5784
41 C -2.3386 4.5834 -3.7007
42 C 6.4235 1.3305 0.8753
43 C -1.8680 -4.9811 2.6971
44 C 0.9202 -1.1919 -3.9688
45 C -2.2573 -3.7733 2.1574
46 C -1.2205 3.0872 2.7065
47 C 3.9383 1.9474 2.3154
48 C -0.3602 1.0163 2.4968
49 C -1.8749 0.5002 5.8123
50 C -3.6981 -1.4524 -1.4148
51 C 5.2087 -0.2823 -0.5369
52 C -3.3874 -0.2292 3.9302
53 B 0.6893 3.0174 1.0697
54 H 6.3842 2.0917 0.0898
55 H -2.6568 2.5647 4.2660
56 H -1.9899 2.4915 -5.4438
57 H 6.1827 -0.7754 -0.6217
58 H 1.4296 -0.3141 -3.5714
59 H 0.2975 4.6775 -3.2532
60 H -3.4161 -0.4955 2.8693
61 H -5.7750 -1.5103 -2.2298
62 H -2.4629 -5.5019 3.4375
63 H -4.5258 -1.2918 -4.4456
64 H 2.3712 -3.5640 -0.4081
65 H -1.0020 -2.9334 -4.0456
66 H 0.0288 -0.8569 -4.5043
67 H 7.3202 0.7227 0.7272
68 H 0.7534 4.1712 1.4449
69 H -3.1628 4.5853 -4.4164
70 H -3.9489 2.5882 -3.8704
71 H 4.4312 -1.0414 -0.5944
72 H -0.8366 0.6763 6.1102
73 H -1.5141 5.1490 -4.1399
74 H -3.6975 2.7569 -2.1190
75 H 1.2203 -4.4881 -1.3475
76 H -2.3052 -0.2483 6.4830
77 H 5.0832 0.4004 -1.3709
78 H 5.4001 -0.2003 2.8945
79 H 4.7174 1.8416 3.0527
80 H -3.9846 0.6759 4.0775
81 H -1.0523 1.4373 -4.3570
82 H -3.8432 -1.0412 4.5038
83 H 2.3929 3.2522 3.1658
84 H -3.7839 -1.5050 -0.3387
85 H -0.1945 -1.3099 4.6595
86 H -0.3816 2.9939 -4.8816
87 H -3.1047 1.3252 -2.9500
88 H -2.0240 -1.1628 -4.1348
89 H -0.6216 -3.8277 -2.5726
90 H 0.4723 -3.9123 -3.9785
91 H -1.2820 -1.8578 3.3950
92 H -1.7665 -2.0206 5.0907
93 H -1.3386 4.1375 2.4887
94 H -2.6658 5.0982 -2.7933
95 H 4.2747 -1.1766 1.9338
96 H -2.4365 1.4283 5.9423
97 H 2.4002 -3.1626 -2.9205
98 H 2.3384 -1.7320 -1.8865
99 H 6.0301 -1.3410 1.6971
100 H 1.5871 -1.6800 -4.6930
101 H 1.6668 4.5960 -0.9084
102 H 6.5112 1.8343 1.8401

Atom charges from the Mulliken analysis, given in e for atoms 1 to 5:
1. S -0.160
2. S -0.226
3. S -0.106
4. Mg 1.186
5. F 0.270


# 2
This record from OMol25 describes a molecular structure, C34H49ClO3P4Zr in a non-equilibrium geometry. The level of theory is ωB97M-V/def2-TZVPD.

The value obtained for the LUMO energy is -6.795 eV. The value obtained for the total energy is -93139.5559 eV. As for the charge: +2. The value obtained for the HOMO energy is -12.798 eV. The gap between HOMO and LUMO comes out at 6.00 eV.

Geometry (Å):
1 Zr 0.4325 0.2714 2.0180
2 Cl 2.4123 1.6228 2.5739
3 P -3.3634 -2.6075 0.1799
4 P 1.9959 -1.9279 2.1084
5 P 1.4179 1.0277 -2.2348
6 P -1.3308 2.2993 2.3466
7 O 1.3233 0.3372 5.5849
8 O -0.2593 -0.0860 4.0244
9 O -2.4218 -0.2798 -1.4860
10 C 0.1894 -0.0266 5.2737
11 C 1.0059 -0.5811 -2.9381
12 C 0.5914 0.9611 0.0770
13 C -1.6424 3.6116 1.1431
14 C 1.1358 -3.5071 1.8152
15 C 4.9865 2.9217 -1.7731
16 C -4.8126 -1.6799 -0.3612
17 C -3.7979 -3.5212 1.6647
18 C 3.1544 1.4401 -2.3820
19 C -1.4763 -1.3396 1.7902
20 C -0.8575 2.6648 -2.2782
21 C -0.3938 -1.9945 -4.3281
22 C 2.8189 -2.1501 3.7250
23 C 3.9519 0.8561 -3.3913
24 C 0.3529 2.3321 -2.9169
25 C -0.5844 0.3873 -0.0162
26 C -1.3228 4.2889 -3.9973
27 C 1.3418 -2.9904 -2.9399
28 C 3.3794 -2.0158 0.9361
29 C -3.0196 1.7140 2.6861
30 C 0.7385 3.0185 -4.0877
31 C 3.6850 2.4542 -1.5577
32 C -1.3562 -0.7364 -0.5899
33 C -2.7992 -3.7383 -1.1026
34 C -0.0143 -0.7228 -3.9023
35 C 1.7237 -1.7181 -2.5074
36 C 5.2551 1.3299 -3.5977
37 C -0.7539 -0.4229 6.3889
38 C -0.8564 3.2428 3.8275
39 C 0.2667 -3.1278 -3.8328
40 C -2.0088 -1.4967 0.5662
41 C -1.6886 3.6567 -2.8003
42 C -0.1187 3.9790 -4.6400
43 C 5.7579 2.3621 -2.8050
44 H 0.2759 -3.5881 2.4912
45 H 1.8887 -3.8687 -2.5848
46 H -5.2227 -1.1120 0.4906
47 H -0.4860 0.1654 -4.3414
48 H 0.7460 -3.5176 0.7884
49 H 0.7564 2.0647 0.2678
50 H -3.5993 -4.4558 -1.3336
51 H -1.9126 -1.8776 2.6584
52 H -1.2092 -2.1115 -5.0498
53 H -2.4071 3.2941 0.4275
54 H -5.5757 -2.3848 -0.7307
55 H 0.2362 3.3456 3.8528
56 H -1.1257 2.1889 -1.3317
57 H -1.1695 2.7187 4.7381
58 H -0.6671 -1.4466 -1.0996
59 H 2.5909 -1.5956 -1.8529
60 H 3.0767 2.8803 -0.7527
61 H -1.9880 4.5005 1.6821
62 H -4.7647 -4.0287 1.4912
63 H 0.1505 4.4941 -5.5655
64 H -3.0251 1.0400 3.5503
65 H 3.8074 -2.6181 3.6065
66 H -2.5393 -3.1798 -2.0123
67 H 6.7816 2.7310 -2.9659
68 H 3.6722 -0.9971 0.6526
69 H 1.7971 -4.3729 1.9568
70 H -0.1997 -0.9852 7.1582
71 H 5.3856 3.7040 -1.1334
72 H -2.0494 0.4490 -2.0564
73 H -1.9234 -4.2958 -0.7424
74 H 3.0764 -2.5565 0.0320
75 H -4.5025 -0.9980 -1.1658
76 H 2.1988 -2.7716 4.3839
77 H -3.6818 2.5696 2.8725
78 H -0.0524 -4.1299 -4.1441
79 H -1.6119 -1.0055 6.0627
80 H -3.3869 1.1552 1.8170
81 H -1.3224 4.2354 3.7838
82 H -2.6029 3.9188 -2.2640
83 H 1.6972 2.8060 -4.5768
84 H -3.8999 -2.8060 2.5001
85 H 3.5633 0.0507 -4.0208
86 H -1.9977 5.0436 -4.4217
87 H 4.2419 -2.5216 1.3907
88 H 2.9249 -1.1697 4.2103
89 H -0.7299 3.8528 0.5908
90 H 5.8782 0.8796 -4.3747
91 H -3.0234 -4.2778 1.8793
92 H -1.1081 0.4751 6.9221

Atom charges from the Mulliken analysis, given in e for atoms 1 to 5:
1. Zr -2.222
2. Cl -0.361
3. P 1.522
4. P 1.332
5. P 1.789